50
Properties=species:S:1:pos:R:3:mulliken_charge:R:1 method="wB97M-V/def2-TZVPD" gap_ev="5.65 / 6.15" homo_energy_ev="2.766 / 2.266" lumo_ev="8.42 / 8.42" energy_ha=-5007.41758 charge=-4 multiplicity=3
Pt -0.213 0.388 -0.888 3.265
N 3.069 0.936 -1.692 0.733
O 3.849 1.647 -0.969 -0.707
O 3.578 0.197 -2.543 -0.651
O 1.830 1.031 -1.551 -0.578
N 0.297 -2.257 -3.318 0.705
O 1.471 -2.173 -3.714 -0.632
O -0.208 -1.371 -2.591 -0.558
O -0.418 -3.234 -3.686 -0.703
N -0.015 3.391 1.115 0.705
O 0.230 3.183 2.330 -0.687
O -0.243 2.357 0.399 -0.574
O -0.076 4.503 0.598 -0.674
As -0.349 3.129 -4.028 2.104
F -0.582 4.515 -2.970 -0.506
F -0.217 4.218 -5.413 -0.575
F -0.048 1.721 -5.068 -0.516
F -0.530 1.993 -2.694 -0.679
F -2.087 3.066 -4.301 -0.517
F 1.393 3.316 -3.804 -0.502
C 1.218 -0.492 1.861 0.307
O 2.583 -0.764 2.017 -0.361
O 0.800 -0.921 0.612 -1.048
C 0.426 -0.844 3.101 0.658
F 0.493 -2.214 3.311 -0.350
F 0.914 -0.245 4.196 -0.329
F -0.871 -0.563 2.987 -0.237
C 3.405 0.366 2.275 0.095
C 4.881 -0.084 2.237 -1.339
H 5.058 -1.017 2.784 0.330
H 5.242 -0.135 1.212 0.273
H 5.518 0.595 2.815 0.379
H 3.177 0.876 3.212 0.259
H 3.390 0.998 1.382 0.177
H 1.001 0.588 1.796 -0.093
C -3.097 -0.436 0.187 0.593
O -3.094 -1.852 0.053 -0.386
O -2.386 0.068 -0.858 -1.113
C -4.611 -0.034 0.314 0.419
F -4.734 1.298 0.478 -0.282
F -5.397 -0.373 -0.731 -0.285
F -5.130 -0.553 1.449 -0.310
C -2.116 -2.665 0.688 0.661
C -2.798 -3.962 1.131 -1.530
H -3.520 -4.193 0.344 0.327
H -2.152 -4.821 1.304 0.380
H -3.416 -3.742 2.008 0.336
H -1.522 -2.230 1.493 -0.177
H -1.355 -2.994 -0.024 0.176
H -2.635 -0.210 1.156 0.017